Molecular formula: C36H73N4O9
Method: DFT, ωB97M-V with the def2-TZVPD basis set

Last columns: bonded neighbours and bond lengths (Å).
Geometry (Å):
1 C 1.14501 -0.82689 -0.01805  O2 1.412, H10 1.094, H11 1.096, H12 1.084
2 O 1.19231 0.55820 -0.28920  C1 1.412, C3 1.388
3 C -0.01422 1.21878 -0.10633  O2 1.388, N4 1.452, H13 1.096, H14 1.086
4 N -1.03735 0.79771 -1.04611  C3 1.452, C5 1.318, H15 1.028
5 C -2.02042 -0.03295 -0.76027  N4 1.318, N6 1.351, N9 1.349
6 N -2.92774 -0.47337 -1.65966  C5 1.351, C7 1.310
7 C -3.74026 -1.25801 -0.99516  N6 1.310, N8 1.328, H16 1.078
8 N -3.39657 -1.36264 0.28373  C7 1.328, N9 1.374, H17 1.007
9 N -2.28451 -0.57185 0.44787  C5 1.349, N8 1.374, H18 1.007
10 H 0.59830 -1.37137 -0.79418  C1 1.094
11 H 0.64952 -1.01528 0.94128  C1 1.096
12 H 2.16399 -1.19598 0.00770  C1 1.084
13 H -0.39828 1.12409 0.91596  C3 1.096
14 H 0.19432 2.27249 -0.26669  C3 1.086
15 H -0.98496 1.15204 -2.01017  N4 1.028
16 H -4.59402 -1.77572 -1.40197  C7 1.078
17 H -3.79742 -1.88893 1.04227  N8 1.007
18 H -1.81681 -0.44899 1.33133  N9 1.007
19 C -1.78276 0.09143 -5.47079  C20 1.530, C23 1.517, H24 1.088, H25 1.093
20 C -1.36844 1.43197 -6.08161  C19 1.530, C21 1.524, H26 1.091, H27 1.088
21 C -1.14585 2.28849 -4.84105  C20 1.524, O22 1.440, H28 1.094, H29 1.089
22 O -0.69229 1.38448 -3.81665  C21 1.440, C23 1.435
23 C -0.88496 0.02962 -4.24951  C19 1.517, O22 1.435, H30 1.095, H31 1.086
24 H -1.64573 -0.76036 -6.13348  C19 1.088
25 H -2.83243 0.12745 -5.16992  C19 1.093
26 H -0.43714 1.31971 -6.63900  C20 1.091
27 H -2.11504 1.85827 -6.74812  C20 1.088
28 H -2.07630 2.75681 -4.50777  C21 1.094
29 H -0.39606 3.06529 -4.98150  C21 1.089
30 H 0.09234 -0.40361 -4.48556  C23 1.095
31 H -1.31486 -0.52636 -3.42186  C23 1.086
32 C -4.52762 -5.91968 -1.92190  C33 1.528, C36 1.521, H37 1.088, H38 1.092
33 C -4.46895 -6.18863 -0.41936  C32 1.528, C34 1.521, H39 1.091, H40 1.088
34 C -4.49861 -4.77813 0.14807  C33 1.521, O35 1.434, H41 1.099, H42 1.091
35 O -5.26430 -3.98710 -0.77005  C34 1.434, C36 1.439
36 C -5.47212 -4.72907 -1.98596  C32 1.521, O35 1.439, H43 1.093, H44 1.091
37 H -4.88573 -6.76697 -2.50218  C32 1.088
38 H -3.53924 -5.64361 -2.29585  C32 1.092
39 H -5.35456 -6.74019 -0.10061  C33 1.091
40 H -3.58940 -6.74781 -0.10722  C33 1.088
41 H -3.48323 -4.36249 0.21396  C34 1.099
42 H -4.96334 -4.72525 1.13383  C34 1.091
43 H -6.51632 -5.04906 -2.02221  C36 1.093
44 H -5.28150 -4.07482 -2.83747  C36 1.091
45 C -2.08467 3.12350 4.78246  C46 1.526, C49 1.521, H50 1.088, H51 1.093
46 C -0.77850 3.91205 4.74108  C45 1.526, C47 1.521, H52 1.089, H53 1.088
47 C 0.08279 3.04253 3.83731  C46 1.521, O48 1.437, H54 1.095, H55 1.090
48 O -0.81829 2.41072 2.91325  C47 1.437, C49 1.440
49 C -2.17460 2.60255 3.35607  C45 1.521, O48 1.440, H56 1.090, H57 1.095
50 H -2.94751 3.72581 5.06088  C45 1.088
51 H -2.00366 2.29378 5.48924  C45 1.093
52 H -0.94775 4.88821 4.28957  C46 1.089
53 H -0.33292 4.06885 5.72117  C46 1.088
54 H 0.60428 2.26467 4.40467  C47 1.095
55 H 0.82151 3.61342 3.27492  C47 1.090
56 H -2.65992 3.32211 2.69704  C49 1.090
57 H -2.71357 1.65201 3.28354  C49 1.095
58 C 5.25883 1.13017 -3.11628  C59 1.527, C62 1.522, H63 1.089, H64 1.093
59 C 4.06859 1.60780 -2.28689  C58 1.527, C60 1.522, H65 1.092, H66 1.089
60 C 4.47310 1.16202 -0.88850  C59 1.522, O61 1.427, H67 1.097, H68 1.090
61 O 5.89815 1.21477 -0.84121  C60 1.427, C62 1.431
62 C 6.41816 1.38620 -2.16367  C58 1.522, O61 1.431, H69 1.095, H70 1.090
63 H 5.37194 1.65137 -4.06532  C58 1.089
64 H 5.16865 0.06103 -3.32257  C58 1.093
65 H 3.99230 2.69657 -2.32855  C59 1.092
66 H 3.11408 1.18727 -2.60147  C59 1.089
67 H 4.15851 0.12822 -0.69806  C60 1.097
68 H 4.06084 1.79758 -0.10421  C60 1.090
69 H 6.79553 2.40901 -2.26239  C62 1.095
70 H 7.25007 0.69646 -2.30855  C62 1.090
71 C -6.63236 2.55080 0.43778  C72 1.527, C75 1.522, H76 1.089, H77 1.091
72 C -5.43973 1.97923 -0.32511  C71 1.527, C73 1.525, H78 1.094, H79 1.089
73 C -4.34311 2.97912 0.02404  C72 1.525, O74 1.424, H80 1.094, H81 1.094
74 O -4.64268 3.45656 1.33222  C73 1.424, C75 1.431
75 C -5.96483 3.05901 1.70817  C71 1.522, O74 1.431, H82 1.096, H83 1.089
76 H -7.41707 1.82336 0.63778  C71 1.089
77 H -7.07032 3.37977 -0.12017  C71 1.091
78 H -5.19086 0.98891 0.06751  C72 1.094
79 H -5.60242 1.89099 -1.39837  C72 1.089
80 H -4.34024 3.82299 -0.67264  C73 1.094
81 H -3.34173 2.53921 0.03124  C73 1.094
82 H -5.89389 2.26768 2.46355  C75 1.096
83 H -6.47781 3.91181 2.15056  C75 1.089
84 C -2.98670 7.52296 7.58894  C85 1.527, C88 1.523, H89 1.088, H90 1.092
85 C -1.68932 8.32744 7.54515  C84 1.527, C86 1.522, H91 1.092, H92 1.088
86 C -0.82523 7.46766 6.63321  C85 1.522, O87 1.431, H93 1.096, H94 1.090
87 O -1.72039 6.82778 5.71801  C86 1.431, C88 1.430
88 C -3.06913 6.99843 6.16195  C84 1.523, O87 1.430, H95 1.095, H96 1.091
89 H -3.85840 8.11054 7.87111  C84 1.088
90 H -2.89147 6.69374 8.29325  C84 1.092
91 H -1.86722 9.30291 7.08842  C85 1.092
92 H -1.23839 8.48680 8.52281  C85 1.088
93 H -0.29262 6.69711 7.20185  C86 1.096
94 H -0.09460 8.04569 6.06725  C86 1.090
95 H -3.56874 7.71625 5.50313  C88 1.095
96 H -3.59027 6.04230 6.08852  C88 1.091
97 C 5.42206 -2.10710 1.07606  C98 1.521, C101 1.523, H102 1.090, H103 1.091
98 C 5.99623 -2.48301 -0.28187  C97 1.521, C99 1.522, H104 1.094, H105 1.089
99 C 6.82407 -3.71264 0.06183  C98 1.522, O100 1.434, H106 1.094, H107 1.090
100 O 6.15897 -4.34640 1.16234  C99 1.434, C101 1.427
101 C 5.16687 -3.47326 1.70014  C97 1.523, O100 1.427, H108 1.098, H109 1.090
102 H 4.52162 -1.49521 1.01810  C97 1.090
103 H 6.16645 -1.55879 1.65601  C97 1.091
104 H 5.18835 -2.75308 -0.96896  C98 1.094
105 H 6.58301 -1.68934 -0.74144  C98 1.089
106 H 7.83355 -3.43363 0.37961  C99 1.094
107 H 6.90466 -4.41624 -0.76633  C99 1.090
108 H 4.17634 -3.85656 1.42204  C101 1.098
109 H 5.24138 -3.47127 2.78805  C101 1.090
110 C 4.70939 -7.30223 -3.28149  C111 1.528, C114 1.523, H115 1.089, H116 1.093
111 C 5.82466 -7.84579 -4.17304  C110 1.528, C112 1.523, H117 1.092, H118 1.089
112 C 6.52131 -6.56344 -4.61017  C111 1.523, O113 1.430, H119 1.095, H120 1.090
113 O 6.36758 -5.63740 -3.53169  C112 1.430, C114 1.427
114 C 5.41012 -6.13575 -2.59789  C110 1.523, O113 1.427, H121 1.095, H122 1.092
115 H 4.31820 -8.03094 -2.57334  C110 1.089
116 H 3.88030 -6.94129 -3.89469  C110 1.093
117 H 6.50534 -8.46522 -3.58592  C111 1.092
118 H 5.46640 -8.43696 -5.01403  C111 1.089
119 H 6.05202 -6.14258 -5.50594  C112 1.095
120 H 7.58395 -6.70054 -4.80978  C112 1.090
121 H 5.93654 -6.46272 -1.69478  C114 1.095
122 H 4.72780 -5.32812 -2.32500  C114 1.092

Output
* total charge: +1
* HOMO energy: -10.729 eV

***

Molecular formula: C36H74B3F3N2O18
Method: DFT, ωB97M-V with the def2-TZVPD basis set

Last columns: bonded neighbours and bond lengths (Å).
Geometry (Å):
1 C 2.38461 2.28799 2.84354  C2 1.666, H27 1.192, H28 1.173, H29 1.172
2 C 2.87771 0.85280 3.53032  C1 1.666, O3 1.340, N4 1.512
3 O 1.97476 0.19285 4.26896  C2 1.340
4 N 4.28577 0.39756 3.21797  C2 1.512, B5 1.510, C24 1.505
5 B 4.31268 -0.48889 1.99593  N4 1.510, O6 1.474, O23 1.506
6 O 4.10463 -1.94634 1.92971  B5 1.474, B7 1.502
7 B 2.71959 -2.08066 1.36432  O6 1.502, C8 1.662, O15 1.475
8 C 1.81806 -3.31212 2.02197  B7 1.662, C9 1.654, H30 1.181, H31 1.193
9 C 2.12223 -4.73930 1.24234  C8 1.654, C10 1.643, H32 1.191, H33 1.191
10 C 3.68127 -5.24468 1.35200  C9 1.643, F11 1.510, C12 1.506
11 F 4.20398 -5.71286 2.68849  C10 1.510
12 C 4.62850 -5.22937 0.18123  C10 1.506, F13 1.507, F14 1.483
13 F 5.92680 -4.49825 0.40674  C12 1.507
14 F 4.36016 -5.84333 -1.14170  C12 1.483
15 O 2.25690 -1.12315 0.34259  B7 1.475, B16 1.483
16 B 3.36070 -0.27353 -0.16664  O15 1.483, C17 1.677, O23 1.505
17 C 3.23470 0.18497 -1.77435  B16 1.677, C18 1.671, H34 1.194, H35 1.193
18 C 4.73957 0.27181 -2.49608  C17 1.671, O19 1.361, N20 1.542
19 O 5.45886 1.39886 -2.24095  C18 1.361
20 N 5.27788 -0.85074 -3.40544  C18 1.542, C21 1.527, C22 1.543
21 C 5.10699 -2.21109 -2.73335  N20 1.527, H36 1.174, H37 1.188, H38 1.192
22 C 6.80829 -0.65782 -3.45192  N20 1.543, H39 1.175, H40 1.194, H41 1.192
23 O 4.51659 0.20041 0.67206  B5 1.506, B16 1.505
24 C 4.94006 -0.20428 4.43274  N4 1.505, C25 1.637, O26 1.362
25 C 5.96766 -1.47665 4.49486  C24 1.637, H42 1.193, H43 1.192, H44 1.170
26 O 4.68617 0.41212 5.62036  C24 1.362
27 H 3.29981 3.05167 2.85056  C1 1.192
28 H 1.44810 2.74512 3.38170  C1 1.173
29 H 2.12169 2.03439 1.73038  C1 1.172
30 H 0.68550 -2.97939 1.97325  C8 1.181
31 H 2.17940 -3.38268 3.15661  C8 1.193
32 H 1.36057 -5.52567 1.71244  C9 1.191
33 H 1.87021 -4.53364 0.09636  C9 1.191
34 H 2.81921 1.30391 -1.78641  C17 1.194
35 H 2.50179 -0.54233 -2.37118  C17 1.193
36 H 3.98702 -2.52459 -2.57236  C21 1.174
37 H 5.65397 -3.08522 -3.32340  C21 1.188
38 H 5.68501 -2.12490 -1.69499  C21 1.192
39 H 7.25123 -0.56608 -2.36762  C22 1.175
40 H 7.08966 0.27034 -4.14792  C22 1.194
41 H 7.25735 -1.66303 -3.90812  C22 1.192
42 H 6.59918 -1.44709 5.50686  C25 1.193
43 H 5.29651 -2.45644 4.59503  C25 1.192
44 H 6.62671 -1.63328 3.54092  C25 1.170
45 C -4.09102 -1.45858 -2.10338  O46 1.418, H54 1.094, H55 1.092, H56 1.093
46 O -3.12375 -1.34909 -3.13453  C45 1.418, C47 1.430
47 C -2.07673 -0.43601 -2.79475  O46 1.430, C48 1.530, H57 1.098, H58 1.096
48 C -0.91218 -0.56961 -3.77878  C47 1.530, O49 1.433, H59 1.096, H60 1.091
49 O -0.03557 -1.65640 -3.45561  C48 1.433, C50 1.433
50 C -0.53158 -2.96219 -3.77699  O49 1.433, C51 1.531, H61 1.092, H62 1.096
51 C -0.45570 -3.27165 -5.27479  C50 1.531, O52 1.429, H63 1.095, H64 1.096
52 O -1.57204 -2.69717 -5.95703  C51 1.429, C53 1.419
53 C -1.38991 -2.69304 -7.36473  O52 1.419, H65 1.095, H66 1.093, H67 1.095
54 H -4.54723 -0.48476 -1.89977  C45 1.094
55 H -4.87086 -2.14753 -2.43341  C45 1.092
56 H -3.63541 -1.85855 -1.19337  C45 1.093
57 H -1.72552 -0.63267 -1.77355  C47 1.098
58 H -2.48807 0.57782 -2.85041  C47 1.096
59 H -0.29529 0.33298 -3.69659  C48 1.096
60 H -1.25410 -0.62997 -4.81338  C48 1.091
61 H -1.53582 -3.11398 -3.37659  C50 1.092
62 H 0.13200 -3.66007 -3.25365  C50 1.096
63 H -0.49467 -4.35585 -5.42543  C51 1.095
64 H 0.48044 -2.87829 -5.68710  C51 1.096
65 H -0.53123 -2.07034 -7.63545  C53 1.095
66 H -2.28491 -2.26579 -7.82531  C53 1.093
67 H -1.25223 -3.71275 -7.73943  C53 1.095
68 C -5.54200 0.11532 5.22568  O69 1.418, H77 1.094, H78 1.092, H79 1.093
69 O -4.96678 0.96526 4.24710  C68 1.418, C70 1.430
70 C -3.69394 0.48848 3.80215  O69 1.430, C71 1.530, H80 1.098, H81 1.096
71 C -3.24832 1.24677 2.54965  C70 1.530, O72 1.433, H82 1.096, H83 1.091
72 O -3.83468 0.72736 1.34949  C71 1.433, C73 1.433
73 C -5.20979 1.07223 1.13845  O72 1.433, C74 1.531, H84 1.092, H85 1.096
74 C -5.39159 2.51844 0.66903  C73 1.531, O75 1.429, H86 1.095, H87 1.096
75 O -5.35577 3.41022 1.78489  C74 1.429, C76 1.419
76 C -5.21365 4.76315 1.37969  O75 1.419, H88 1.095, H89 1.093, H90 1.095
77 H -4.88775 0.03808 6.09969  C68 1.094
78 H -6.49488 0.54573 5.53955  C68 1.092
79 H -5.72942 -0.87719 4.80678  C68 1.093
80 H -3.75164 -0.58611 3.58583  C70 1.098
81 H -2.97341 0.66018 4.60932  C70 1.096
82 H -2.16859 1.09812 2.43108  C71 1.096
83 H -3.41504 2.32151 2.63964  C71 1.091
84 H -5.81419 0.84729 2.01934  C73 1.092
85 H -5.55353 0.41045 0.33524  C73 1.096
86 H -6.36976 2.62529 0.18794  C74 1.095
87 H -4.60206 2.77774 -0.04547  C74 1.096
88 H -4.26027 4.90690 0.86126  C76 1.095
89 H -5.21811 5.39166 2.27449  C76 1.093
90 H -6.04569 5.06235 0.73365  C76 1.095
91 C -12.44453 2.48781 7.12832  O92 1.418, H100 1.094, H101 1.092, H102 1.093
92 O -11.63776 1.84753 8.10301  C91 1.418, C93 1.430
93 C -11.21704 0.54691 7.68253  O92 1.430, C94 1.530, H103 1.098, H104 1.096
94 C -10.11796 0.01711 8.60647  C93 1.530, O95 1.433, H105 1.096, H106 1.091
95 O -8.81925 0.51962 8.26758  C94 1.433, C96 1.433
96 C -8.56650 1.87728 8.65131  O95 1.433, C97 1.531, H107 1.092, H108 1.096
97 C -8.29580 2.02747 10.15101  C96 1.531, O98 1.429, H109 1.095, H110 1.096
98 O -9.52674 2.06869 10.87543  C97 1.429, C99 1.419
99 C -9.32819 1.90005 12.27076  O98 1.419, H111 1.095, H112 1.093, H113 1.095
100 H -13.34109 1.89487 6.92215  C91 1.094
101 H -12.75093 3.46022 7.51856  C91 1.092
102 H -11.87730 2.64548 6.20687  C91 1.093
103 H -10.84702 0.58897 6.64996  C93 1.098
104 H -12.08741 -0.11658 7.73165  C93 1.096
105 H -10.05302 -1.06830 8.46632  C94 1.096
106 H -10.34802 0.19029 9.65910  C94 1.091
107 H -9.36350 2.54041 8.30939  C96 1.092
108 H -7.65606 2.16481 8.11309  C96 1.096
109 H -7.76950 2.97049 10.33378  C97 1.095
110 H -7.68054 1.19106 10.50170  C97 1.096
111 H -8.90129 0.91352 12.47782  C99 1.095
112 H -10.30074 1.96615 12.76624  C99 1.093
113 H -8.67621 2.68611 12.66596  C99 1.095
114 C 10.99303 -0.75106 -9.79382  O115 1.418, H123 1.094, H124 1.092, H125 1.093
115 O 9.80150 -0.01486 -9.57214  C114 1.418, C116 1.430
116 C 8.85324 -0.74880 -8.79269  O115 1.430, C117 1.530, H126 1.098, H127 1.096
117 C 7.72462 0.17095 -8.32085  C116 1.530, O118 1.433, H128 1.096, H129 1.091
118 O 8.07246 0.91844 -7.14856  C117 1.433, C119 1.433
119 C 8.95937 2.02336 -7.36519  O118 1.433, C120 1.531, H130 1.092, H131 1.096
120 C 8.25818 3.22988 -7.99570  C119 1.531, O121 1.429, H132 1.095, H133 1.096
121 O 8.15206 3.05837 -9.41028  C120 1.429, C122 1.419
122 C 7.25238 3.98917 -9.99252  O121 1.419, H134 1.095, H135 1.093, H136 1.095
123 H 10.77500 -1.68479 -10.32156  C114 1.094
124 H 11.66124 -0.14832 -10.41183  C114 1.092
125 H 11.49311 -0.96292 -8.84476  C114 1.093
126 H 9.35172 -1.20121 -7.92568  C116 1.098
127 H 8.43940 -1.53868 -9.42907  C116 1.096
128 H 6.87870 -0.45878 -8.02113  C117 1.096
129 H 7.36884 0.82601 -9.11789  C117 1.091
130 H 9.84106 1.71823 -7.93210  C119 1.092
131 H 9.30457 2.31660 -6.36714  C119 1.096
132 H 8.85087 4.13261 -7.81272  C120 1.095
133 H 7.26184 3.35075 -7.55545  C120 1.096
134 H 6.24077 3.83478 -9.60373  C122 1.095
135 H 7.23626 3.82111 -11.07289  C122 1.093
136 H 7.58038 5.01599 -9.79957  C122 1.095

Output
* relative energy (zero: lowest compared OMol25 entry of this formula, charge and spin): 252.8 kcal/mol
* total charge: 0
* SMILES string: CC(=O)N(B1OB(CCC(F)=C(F)F)OB(CC(=O)N(C)C)O1)C(C)=O.COCCOCCOC.COCCOCCOC.COCCOCCOC.COCCOCCOC
* HOMO energy: -9.293 eV

***

no.,strongest force on any atom (eV Å⁻¹)
1,0.36
2,8.48